The following is a DFT calculation (ωB97M-V/def2-TZVPD) of C32H46BN12O3PS3SbSe4TeW as an isolated structure in a non-equilibrium geometry.

Element x y z (Å)
W: 1.11 0.52 0.65
C: 3.73 1.67 -1.65
C: 3.91 0.41 -0.88
C: 5.13 -0.18 -0.53
C: 4.80 -1.28 0.24
N: 3.47 -1.35 0.33
N: 2.90 -0.32 -0.36
B: 2.56 -2.37 1.09
N: 1.30 -2.54 0.23
C: 1.08 -3.56 -0.63
C: -0.13 -3.27 -1.34
C: -0.54 -1.99 -0.82
C: -1.87 -1.41 -1.17
N: 0.34 -1.56 0.07
N: 2.15 -1.75 2.44
C: 2.62 -1.96 3.66
C: 2.03 -1.07 4.54
C: 1.18 -0.30 3.77
C: 0.33 0.81 4.29
N: 1.24 -0.71 2.47
N: 3.28 -3.68 1.22
C: 4.02 -4.31 0.26
C: 4.41 -5.52 0.77
C: 3.87 -5.56 2.08
C: 4.00 -6.64 3.10
N: 3.19 -4.45 2.34
H: 4.46 2.40 -1.31
H: 2.73 2.07 -1.56
H: 3.92 1.49 -2.71
H: 6.11 0.15 -0.82
H: 5.42 -2.04 0.68
H: 1.51 -4.53 -0.44
H: -0.80 -4.00 -1.75
H: -2.61 -1.79 -0.46
H: -2.15 -1.76 -2.16
H: -1.90 -0.33 -1.13
H: 3.29 -2.79 3.84
H: 2.18 -1.00 5.60
H: 0.86 1.29 5.11
H: -0.60 0.40 4.69
H: 0.08 1.56 3.55
H: 4.17 -3.87 -0.71
H: 4.99 -6.27 0.28
H: 4.33 -7.57 2.63
H: 3.05 -6.81 3.60
H: 4.74 -6.37 3.86
Se: 6.81 2.87 1.69
Sb: 5.22 2.19 3.22
Se: 2.95 1.77 1.88
Se: 1.06 2.99 1.09
Se: 4.97 1.75 5.46
S: -3.39 -3.99 3.35
C: -3.07 -2.52 2.72
S: -1.45 -1.82 2.68
C: -2.07 -0.46 1.78
N: -3.34 -0.50 1.58
N: -3.90 -1.62 2.11
C: -5.30 -1.81 1.87
C: -6.14 -2.24 2.89
C: -7.49 -2.41 2.62
C: -8.00 -2.15 1.35
C: -7.15 -1.71 0.34
C: -5.80 -1.54 0.60
S: -1.20 0.98 1.30
H: -5.75 -2.44 3.87
H: -8.15 -2.75 3.41
H: -9.05 -2.29 1.15
H: -7.54 -1.51 -0.64
H: -5.12 -1.21 -0.18
C: 0.90 0.71 -5.69
C: 1.77 1.26 -4.59
O: 1.02 1.74 -3.45
P: 0.07 0.71 -2.64
O: 0.70 0.89 -1.16
Te: 1.53 -2.99 -2.90
O: -1.23 1.73 -2.37
C: -2.32 1.54 -3.29
C: -2.56 2.78 -4.12
H: 1.52 0.41 -6.54
H: 0.20 1.47 -6.05
H: 0.34 -0.17 -5.37
H: 2.33 2.12 -4.94
H: 2.49 0.50 -4.24
H: -3.20 1.28 -2.71
H: -2.10 0.69 -3.95
H: -3.02 3.57 -3.52
H: -3.24 2.57 -4.94
H: -1.62 3.15 -4.53
N: -2.01 6.34 -1.31
C: -0.94 5.69 -2.16
C: -0.02 4.87 -1.27
N: -0.73 3.93 -0.43
C: -1.79 4.54 0.36
C: -2.77 5.32 -0.50
H: -2.65 6.87 -1.90
H: -1.57 7.01 -0.67
H: -0.40 6.48 -2.68
H: -1.46 5.06 -2.88
H: 0.57 5.53 -0.62
H: 0.69 4.33 -1.90
H: -1.05 3.11 -0.96
H: -1.34 5.21 1.09
H: -2.33 3.77 0.91
H: -3.52 5.85 0.09
H: -3.28 4.68 -1.22

Results
- frontier orbital gap (spin up / spin down) (eV) = 4.21 / 4.23
- strongest force on any atom (eV Å⁻¹) = 1.672
- energy above the lowest of the compared OMol25 structures with the same formula, charge and spin (kJ/mol) = 0.0
- charge = +2
- E_HOMO (spin up / spin down) (eV) = -11.4763 / -11.4907
- expectation value of S² = 0.761
- 2S+1 = 2

These are the Löwdin partial charges, in e, on atoms 1 to 2:
1 W 1.14
2 C -0.02